The following is a DFT calculation (ωB97M-V/def2-TZVPD) of a 8-piece molecular cluster, C27H70BClO11P overall.

Each line ends with the Löwdin charge.
CARTESIAN COORDINATES (ANGSTROEM)
O: 0.7384 -0.0073 -3.6406  -0.095
C: 1.5144 -0.4412 -2.5022  -0.254
C: 0.5456 -0.8627 -1.4028  -0.185
C: 0.0477 0.3272 -0.5719  -0.202
C: -0.3980 -0.0129 0.8605  -0.117
B: -0.1830 1.1699 1.9496  -0.676
O: -0.9906 2.4186 1.6775  -0.083
C: -0.1805 3.2481 0.8977  -0.267
C: 1.2516 3.0002 1.4181  -0.575
P: 1.5722 4.2282 2.7675  0.647
O: 1.7606 5.5532 1.7952  -0.399
Cl: 3.6177 3.7864 3.1082  0.104
O: 1.2572 1.6872 1.8662  -0.114
H: 1.2495 -0.1677 -4.4392  0.067
H: 2.1814 -1.2569 -2.7979  0.110
H: 2.1239 0.4059 -2.1636  0.104
H: 1.0114 -1.6081 -0.7538  0.087
H: -0.2863 -1.3448 -1.9318  0.112
H: 0.8581 1.0695 -0.5463  0.094
H: -0.7960 0.7796 -1.1069  0.100
H: -1.4734 -0.2517 0.8528  0.088
H: 0.1385 -0.9098 1.2036  0.073
H: -0.3802 0.7345 3.0779  0.098
H: -0.5177 4.2922 0.9517  0.112
H: -0.1880 2.9429 -0.1623  0.095
H: 1.9910 3.1827 0.6270  0.093
H: 1.7749 5.3089 0.8564  0.017
C: -2.7636 -5.2637 1.2657  -0.060
C: -1.8581 -4.0794 1.5679  -0.500
C: -2.5946 -2.9539 2.2725  -0.050
O: -1.2477 -3.6066 0.3692  -0.063
H: -3.5779 -4.9578 0.6020  0.081
H: -2.2057 -6.0537 0.7603  0.060
H: -3.2042 -5.6765 2.1750  0.077
H: -1.0249 -4.4127 2.1914  0.134
H: -3.3966 -2.5732 1.6326  0.086
H: -1.9184 -2.1256 2.4838  0.073
H: -3.0406 -3.2891 3.2110  0.078
H: -1.9433 -3.2806 -0.2118  0.085
C: 2.5102 -2.8504 1.7634  -0.057
C: 3.7995 -2.4029 1.0888  -0.499
C: 4.8206 -1.8973 2.0969  -0.063
O: 3.5255 -1.4117 0.1055  -0.057
H: 2.0495 -2.0082 2.2874  0.083
H: 1.7937 -3.2110 1.0241  0.071
H: 2.6990 -3.6450 2.4888  0.076
H: 4.2271 -3.2385 0.5280  0.132
H: 4.4186 -1.0339 2.6335  0.085
H: 5.7359 -1.5866 1.5917  0.073
H: 5.0682 -2.6688 2.8288  0.073
H: 3.1114 -0.6608 0.5534  0.093
C: 3.1094 5.9956 -2.9901  -0.056
C: 3.4403 4.9346 -1.9516  -0.483
C: 4.2346 3.7826 -2.5457  -0.052
O: 2.2547 4.4499 -1.3275  -0.064
H: 2.4995 5.5625 -3.7888  0.049
H: 2.5448 6.8107 -2.5368  0.084
H: 4.0161 6.4050 -3.4386  0.079
H: 4.0107 5.3872 -1.1379  0.141
H: 3.6527 3.2905 -3.3311  0.078
H: 4.4606 3.0419 -1.7792  0.083
H: 5.1708 4.1329 -2.9836  0.077
H: 1.7031 4.0252 -1.9954  0.089
C: -3.0793 2.6894 -1.3705  -0.055
C: -4.1763 2.7835 -0.3226  -0.496
C: -4.0949 4.0701 0.4872  -0.058
O: -4.1464 1.6508 0.5372  -0.057
H: -2.1030 2.6585 -0.8839  0.052
H: -3.1861 1.7754 -1.9549  0.083
H: -3.0906 3.5385 -2.0560  0.070
H: -5.1517 2.7419 -0.8179  0.128
H: -3.1501 4.1075 1.0321  0.070
H: -4.9052 4.1096 1.2167  0.074
H: -4.1610 4.9493 -0.1584  0.073
H: -3.2911 1.6666 0.9955  0.075
C: -1.6120 -0.9544 7.6647  -0.071
C: -0.7977 -0.8864 6.3792  -0.515
C: 0.5316 -0.1739 6.5849  -0.059
O: -1.5301 -0.2762 5.3330  -0.058
H: -1.8444 0.0564 8.0127  0.077
H: -2.5535 -1.4770 7.4920  0.073
H: -1.0645 -1.4692 8.4570  0.072
H: -0.6077 -1.9022 6.0226  0.134
H: 0.3575 0.8592 6.8995  0.081
H: 1.0893 -0.1442 5.6494  0.080
H: 1.1363 -0.6671 7.3494  0.073
H: -1.6918 0.6472 5.5528  0.090
C: -1.1692 -7.1306 -2.5342  -0.058
C: -1.0640 -8.1953 -1.4551  -0.508
C: -0.1482 -9.3383 -1.8638  -0.067
O: -2.3584 -8.6950 -1.1130  -0.058
H: -1.5889 -7.5621 -3.4485  0.079
H: -1.8219 -6.3220 -2.2068  0.076
H: -0.1920 -6.7092 -2.7722  0.082
H: -0.6862 -7.7366 -0.5396  0.132
H: -0.5409 -9.8334 -2.7571  0.078
H: -0.0835 -10.0793 -1.0670  0.077
H: 0.8567 -8.9783 -2.0890  0.079
H: -2.7275 -9.1013 -1.9042  0.081
C: -1.5176 3.7610 -6.3722  -0.063
C: -1.1975 4.1474 -4.9353  -0.502
C: 0.1336 4.8791 -4.8309  -0.069
O: -1.2160 3.0123 -4.0859  -0.048
H: -0.7508 3.0820 -6.7566  0.079
H: -2.4780 3.2481 -6.4220  0.078
H: -1.5531 4.6373 -7.0221  0.075
H: -1.9913 4.7925 -4.5508  0.137
H: 0.9452 4.2287 -5.1724  0.082
H: 0.3324 5.1558 -3.7948  0.066
H: 0.1427 5.7837 -5.4417  0.083
H: -0.5236 2.3980 -4.3611  0.079

The HOMO energy is -4.48 eV. For the frontier orbital gap, the calculation gives 6.73 eV. As for the net charge: -1.

=====

The following is a DFT calculation (ωB97M-V/def2-TZVPD) of C27H70F3FeN4O11 as an isolated structure.

Each line ends with the Löwdin charge.
CARTESIAN COORDINATES (ANGSTROEM)
Fe: -0.5432 -2.8610 3.3505  1.181
C: -1.4857 -0.5565 0.8698  -0.375
O: -0.2251 -0.4465 0.4402  -0.090
O: -1.3289 -1.4318 1.9901  -0.239
C: -2.3301 0.7280 1.0619  -0.516
F: -3.4330 0.4121 1.7334  0.150
F: -1.7271 1.7450 1.7234  0.134
F: -2.6641 1.3833 -0.0910  0.119
C: 0.0245 0.2307 -0.8422  -0.169
C: 1.5366 0.3503 -1.0246  -0.071
H: 1.9748 -0.6403 -0.9030  0.055
H: 1.7395 0.6749 -2.0452  0.090
H: 2.0955 0.9177 -0.2804  0.061
H: -0.3008 1.2694 -0.8997  0.102
H: -0.3414 -0.2308 -1.7594  0.123
H: -2.0310 -1.0396 0.0591  0.156
C: 2.3824 -2.1464 2.4687  -0.690
O: 1.4150 -2.8087 2.8475  -0.137
N: 2.3621 -1.1722 1.5960  0.209
N: 3.5993 -2.3510 2.7780  0.215
H: 3.0568 -0.4513 1.4631  0.132
H: 1.4789 -1.0885 1.1132  0.079
H: 4.2387 -1.6221 2.4953  0.141
H: 3.8241 -3.1914 3.2912  0.148
C: -0.2578 -4.5672 0.6132  -0.677
O: -0.4770 -4.0799 1.7246  -0.143
N: -1.1722 -4.3424 -0.3019  0.207
N: 0.8027 -5.1373 0.1547  0.230
H: -0.9948 -4.6650 -1.2424  0.122
H: -2.1423 -4.1415 -0.1053  0.140
H: 1.5783 -5.0250 0.7919  0.140
H: 0.7360 -5.5267 -0.7749  0.139
C: -0.7450 2.7173 5.4155  -0.048
C: -2.1996 2.3893 5.6100  -0.555
C: -2.9523 1.6424 4.5885  -0.064
O: -2.2650 1.6177 6.7293  -0.041
H: -0.0662 1.9049 5.1559  0.071
H: -0.3663 3.1861 6.3237  0.087
H: -0.5314 3.2785 4.5058  0.075
H: -2.7576 3.2522 5.9734  0.148
H: -3.8660 1.2273 5.0139  0.068
H: -2.2937 0.8298 4.2821  0.084
H: -3.3858 2.2882 3.8249  0.092
H: -2.2900 0.7016 6.4432  0.086
C: 0.8584 4.4688 -1.1415  -0.025
C: -0.2790 5.1174 -2.0214  -0.545
C: -1.6283 4.6829 -1.5846  -0.052
O: -0.0968 6.4639 -2.1731  -0.018
H: 0.6622 4.9077 -0.1633  0.091
H: 1.8473 4.4489 -1.5996  0.062
H: 0.7842 3.3860 -1.0403  0.040
H: -0.2294 4.8490 -3.0767  0.129
H: -2.3474 4.7364 -2.4019  0.087
H: -1.9605 5.2864 -0.7398  0.092
H: -1.6409 3.6547 -1.2228  0.058
H: 0.6809 6.5384 -2.7310  0.100
C: 5.7755 -3.8320 -3.2443  -0.026
C: 4.6529 -3.8651 -2.2025  -0.465
C: 4.5557 -2.6728 -1.2480  -0.049
O: 3.4370 -3.8020 -2.9084  -0.088
H: 5.6547 -3.0280 -3.9703  0.080
H: 5.6542 -4.6674 -3.9339  0.083
H: 6.7316 -4.0174 -2.7548  0.091
H: 4.6440 -4.8604 -1.7582  0.134
H: 5.3593 -2.7306 -0.5139  0.078
H: 3.6919 -2.7071 -0.5842  0.047
H: 4.4915 -1.7086 -1.7523  0.076
H: 2.6765 -3.8113 -2.3225  0.080
C: 3.5262 -1.2878 -6.2965  -0.047
C: 2.7835 -0.6675 -5.0522  -0.418
C: 1.4900 -1.5726 -4.7943  -0.053
O: 3.5329 -1.0005 -3.9316  -0.099
H: 4.6006 -1.1328 -6.1987  0.072
H: 3.1928 -0.8551 -7.2397  0.075
H: 3.4362 -2.3729 -6.3487  0.075
H: 2.5033 0.3791 -5.1709  0.137
H: 0.8774 -1.1371 -4.0049  0.047
H: 1.7621 -2.6149 -4.6281  0.068
H: 0.7634 -1.4069 -5.5897  0.072
H: 3.6431 -1.9537 -3.9038  0.031
C: -6.0728 -0.3719 4.1839  -0.055
C: -6.4608 -1.7186 3.5235  -0.425
C: -5.3471 -2.2501 2.6004  -0.049
O: -6.7562 -2.7232 4.5657  -0.071
H: -5.7664 0.2877 3.3721  0.062
H: -5.2161 -0.4207 4.8561  0.068
H: -6.9196 0.1496 4.6302  0.081
H: -7.3855 -1.5970 2.9594  0.127
H: -5.6607 -3.1905 2.1472  0.081
H: -4.3982 -2.3293 3.1309  0.069
H: -5.1673 -1.5489 1.7855  0.048
H: -7.5413 -2.4742 5.0587  0.078
C: 5.1882 4.5199 1.0132  -0.048
C: 5.7821 3.5020 0.0470  -0.518
C: 4.6979 2.6364 -0.6281  -0.058
O: 6.3931 4.2480 -0.9467  -0.031
H: 5.9874 5.1992 1.3096  0.088
H: 4.5764 4.0590 1.7886  0.078
H: 4.4341 5.0778 0.4581  0.077
H: 6.4782 2.8508 0.5756  0.129
H: 5.1230 1.8781 -1.2858  0.079
H: 3.9776 3.2885 -1.1221  0.071
H: 4.1308 2.0406 0.0871  0.050
H: 6.3605 3.7563 -1.7706  0.090
C: -4.2350 -0.2944 -2.4302  -0.047
C: -5.2575 -0.2838 -1.2916  -0.434
C: -6.0439 1.0371 -1.0148  -0.047
O: -6.2961 -1.3265 -1.4498  -0.082
H: -3.5618 0.5616 -2.4771  0.066
H: -4.7821 -0.1340 -3.3593  0.086
H: -3.5846 -1.1689 -2.4178  0.068
H: -4.8329 -0.5630 -0.3274  0.084
H: -6.7775 1.1940 -1.8056  0.085
H: -5.4741 1.9637 -0.9458  0.067
H: -6.3983 1.0546 0.0158  0.071
H: -6.9523 -1.3489 -0.7495  0.075

The HOMO energy (alpha / beta) is -10.61 / -11.61 eV. Its spin multiplicity is 7. For the frontier orbital gap (alpha / beta), the calculation gives 7.81 / 5.53 eV. As for the net charge: +1.